(1)
Here is 3 unconnected molecules or ions with the total composition H6O3 at a distorted geometry from OMol25. Energies are from wB97M-V/def2-TZVPD.

As for the total charge: 0. Its SMILES is O.O.O. The calculation puts the frontier orbital gap at 0.408 Eh. The value obtained for the total energy is -229.2469 hartree.

```
9
Properties=species:S:1:pos:R:3:forces:R:3
O 0.9840 -0.9669 -0.0373 5.3 -2.4 1.4
H 1.2553 0.0162 -0.1803 -0.5 -1.4 0.6
H 1.9009 -1.3518 0.4189 -4.0 1.1 -1.8
O 0.5546 1.2141 -0.0808 -3.6 2.5 -0.1
H -0.3754 0.6646 -0.4314 2.6 3.0 1.9
H 0.2781 1.7768 0.7241 0.5 -1.5 -2.0
O -1.5422 -0.2355 0.1262 -2.5 -0.5 -2.3
H -0.6947 -0.7182 -0.0708 -0.9 -1.1 0.4
H -2.3361 -0.4816 -0.5251 3.1 0.5 2.0
```
Forces are in eV/Å.

(2)
Here is a molecular structure, H6O3 at a distorted geometry from OMol25. Energies are from wB97M-V/def2-TZVPD.

As for the total charge: 0. The calculation puts the frontier orbital gap at 0.341 Eh. The value obtained for the total energy is -229.1895 hartree.

```
9
Properties=species:S:1:pos:R:3:forces:R:3
O 0.0450 -0.1471 2.1817 1.3 -0.8 3.4
H -0.2694 -0.7734 1.5297 -0.1 0.3 0.2
H 0.7111 0.3639 1.7219 -0.3 0.0 0.0
O -0.5551 0.1891 0.1424 -4.4 3.3 3.0
H -1.2679 0.7491 -0.1650 -0.4 0.2 0.5
H -0.2338 -0.2458 -0.6475 -1.7 -0.9 1.4
O 0.4175 -0.4150 -1.5190 4.9 -2.4 -7.7
H -0.0186 0.2242 -2.0825 0.1 0.2 -0.7
H 1.1711 0.0548 -1.1617 0.6 0.1 -0.1
```
Forces are in eV/Å.

(3)
Here is 3 unconnected molecules or ions with the total composition H6O3 from OMol25. Energies are from wB97M-V/def2-TZVPD.

As for the total charge: 0. Its SMILES is O.O.O. The calculation puts the frontier orbital gap at 0.403 Eh. The value obtained for the total energy is -229.3121 hartree.

```
9
Properties=species:S:1:pos:R:3:forces:R:3
O -16.3606 -6.2649 9.5704 -0.3 -0.3 -0.1
H -15.8146 -6.4438 8.7985 -0.1 0.0 0.1
H -16.9299 -7.0551 9.6713 0.4 0.4 0.1
O -17.7198 -8.5587 10.5467 -0.1 -0.4 0.0
H -18.4825 -8.4969 11.1317 0.1 0.1 -0.1
H -17.6718 -9.4942 10.3000 -0.1 0.1 0.0
O -18.4444 -11.7522 10.2464 0.0 0.3 0.2
H -19.3895 -11.6412 10.4068 0.1 -0.1 -0.1
H -18.0647 -11.9249 11.1172 -0.1 -0.1 -0.1
```
Forces are in eV/Å.

(4)
Here is 3 unconnected molecules or ions with the total composition H6O3 from OMol25. Energies are from wB97M-V/def2-TZVPD.

As for the total charge: 0. Its SMILES is O.O.O. The calculation puts the frontier orbital gap at 0.417 Eh. The value obtained for the total energy is -229.3101 hartree.

```
9
Properties=species:S:1:pos:R:3:forces:R:3
O -12.9789 4.8739 5.2597 0.0 -0.3 -0.2
H -13.2959 3.9654 5.0985 0.1 0.5 0.3
H -13.6693 5.4451 4.9094 0.0 0.0 0.0
O -13.9574 -0.0120 5.7398 -0.1 0.2 -0.3
H -14.0945 0.7922 5.2029 0.2 -0.4 0.3
H -13.7403 -0.7049 5.1080 0.0 0.0 0.1
O -14.6078 2.5443 4.7569 -0.3 0.1 -0.3
H -14.7706 2.8788 3.8642 0.0 -0.2 0.1
H -15.4735 2.5528 5.1889 0.2 0.0 0.0
```
Forces are in eV/Å.

Per-record relative energy (zero: lowest compared OMol25 entry of this formula, charge and spin), kcal/mol: 49.1 85.1 8.1 9.4